[1]
The following is a quantum chemistry calculation of a structure of composition C27H41O5SiW, from OMol25.

Element x y z (Å)
C -1.252 -0.106 -4.323
C -1.707 0.380 -2.948
C 0.298 -0.148 -4.294
C 0.714 0.677 -3.075
H 0.630 0.333 -5.215
H 0.665 -1.178 -4.274
C -0.582 1.318 -2.511
H -1.756 -0.493 -2.285
H -2.692 0.855 -2.986
C -0.354 1.366 -1.026
H -0.773 2.326 -2.910
H 1.412 1.480 -3.354
C 1.330 -0.065 -1.815
C -1.906 -1.413 -4.725
C -1.701 0.811 -5.467
O -0.978 1.166 -6.388
O -2.327 -2.247 -3.936
O -2.026 -1.539 -6.057
O -2.983 1.205 -5.400
C -3.336 1.951 -6.575
H -4.393 2.184 -6.465
H -3.151 1.346 -7.474
H -2.741 2.872 -6.624
C -2.710 -2.733 -6.450
H -2.304 -3.609 -5.926
H -2.545 -2.804 -7.526
H -3.783 -2.642 -6.225
O 0.443 0.246 -0.641
H -1.284 1.371 -0.443
H 0.229 2.273 -0.787
C 2.711 0.505 -1.485
C 1.365 -1.585 -1.928
H 1.996 -1.894 -2.772
H 0.355 -1.996 -2.064
H 1.797 -2.016 -1.015
H 3.115 0.052 -0.571
H 2.660 1.588 -1.329
H 3.416 0.307 -2.304
W -0.152 0.526 2.807
C 0.356 2.427 3.977
C 0.656 2.617 2.585
C -0.581 2.516 1.860
H 1.626 2.883 2.162
C -1.640 2.280 2.803
C -1.058 2.215 4.111
H -1.606 2.107 5.044
H 1.064 2.526 4.787
H -0.733 2.810 0.830
H -2.700 2.304 2.565
C -0.381 -2.192 2.892
C -1.133 -1.686 3.990
C -2.041 -0.695 3.495
H -1.075 -2.022 5.023
C -1.872 -0.617 2.052
C -0.802 -1.530 1.696
H -0.461 -1.705 0.681
H 0.366 -2.979 2.957
H -2.836 -0.217 4.070
H -2.534 -0.106 1.353
C 2.055 -2.418 5.369
Si 2.465 -0.661 4.838
C 1.711 0.397 6.193
C 4.331 -0.434 4.832
C 1.856 -0.236 3.098
H 2.615 -2.660 6.286
H 2.326 -3.155 4.601
H 0.988 -2.533 5.600
H 2.022 0.028 7.182
H 2.029 1.443 6.118
H 0.615 0.356 6.154
H 4.801 -1.064 4.063
H 4.600 0.611 4.623
H 4.766 -0.707 5.804
H 1.980 -1.110 2.436
H 2.523 0.540 2.658

Atomic forces in eV per Å
-0.59 0.14 -0.87
0.14 -0.24 0.03
-0.11 -0.05 -0.14
0.03 0.32 0.98
0.17 -0.28 0.12
-0.04 0.18 0.00
-0.09 -0.22 -0.32
-0.02 0.18 -0.05
0.19 -0.13 0.10
0.52 0.33 0.64
0.19 -0.19 0.04
-0.09 -0.34 -0.05
-0.56 0.25 0.77
-0.62 -1.18 1.56
1.32 1.11 -0.89
-0.79 -0.41 1.15
0.65 0.98 -1.09
0.00 -0.41 0.31
0.38 -0.17 -0.27
-0.30 0.19 -0.07
0.06 -0.02 -0.03
-0.09 0.26 0.30
-0.19 -0.28 -0.06
-0.14 -0.23 -0.24
-0.12 0.30 -0.19
-0.10 -0.08 0.14
0.35 -0.06 -0.05
0.25 -0.21 -2.32
0.36 -0.12 -0.08
-0.34 -0.05 -0.02
0.09 -0.14 0.02
0.08 0.04 0.10
-0.10 0.03 0.14
0.22 0.09 0.02
-0.18 0.15 -0.15
-0.20 0.06 -0.14
-0.05 -0.14 -0.04
-0.11 0.05 0.06
-0.17 1.87 0.57
-0.37 0.36 0.19
-0.04 -0.02 0.38
-0.30 -0.25 -0.42
-0.23 -0.17 0.16
0.22 0.98 0.72
0.33 0.58 -0.62
0.26 -0.19 -0.22
-0.19 -0.12 -0.08
0.01 -0.01 0.35
0.13 -0.30 0.10
-0.90 -0.98 0.02
0.23 0.51 -0.89
-0.36 -1.15 -0.70
0.11 0.23 -0.25
-0.38 -1.01 0.14
-0.44 0.38 0.83
0.00 0.04 0.27
-0.04 0.37 0.01
0.42 -0.04 -0.21
0.15 -0.13 0.19
0.14 -0.36 0.18
-0.75 0.27 -1.47
0.17 0.14 0.49
0.46 -0.09 0.43
1.14 -0.37 0.17
-0.08 -0.01 -0.16
-0.07 0.11 0.15
0.27 0.06 -0.14
0.02 0.05 -0.12
-0.08 -0.17 0.10
0.22 0.05 -0.14
-0.15 0.14 0.13
-0.10 -0.22 0.01
0.09 0.07 -0.12
0.16 -0.02 0.21
-0.03 -0.28 0.35

Computed properties:
LUMO level (spin up / spin down) in eV: 2.14 / 2.14
Net charge: -1
2S+1: 3
Calculated total energy in eV: -48603.0301
E_HOMO (spin up / spin down) in eV: -0.30 / -1.74
Orbital gap (spin up / spin down) in eV: 2.442 / 3.877

---

[2]
The following is a quantum chemistry calculation of the ion C27H42BFN4O8P with charge +1, from OMol25.

Element x y z (Å)
C -0.397 -1.326 4.211
C -0.548 -0.645 3.081
C -0.509 -1.287 1.719
C -0.797 -0.327 0.575
O -2.182 0.156 0.554
C -3.034 -0.538 1.228
N -3.681 -1.239 1.857
O 0.000 0.782 0.771
C 0.545 1.447 -0.377
C -0.589 2.040 -1.294
C -0.450 3.452 -1.805
O -1.208 4.303 -1.527
F 0.521 3.723 -2.684
B 1.207 2.792 0.292
O 2.405 3.386 -0.039
N 0.322 3.462 1.245
C 0.514 4.943 1.147
C 0.635 3.115 2.643
C 1.503 0.457 -1.098
C 1.871 0.954 -2.560
N 2.796 2.066 -2.651
C 4.131 1.681 -3.157
C 2.898 0.296 -0.485
C 3.142 -0.349 0.866
C 4.048 -1.420 0.908
C 4.392 -2.051 2.099
C 3.841 -1.623 3.304
C 2.962 -0.543 3.292
C 2.636 0.078 2.090
N 0.777 -0.860 -1.418
P 1.861 -2.372 -1.448
O 1.380 -3.196 -2.764
O 1.446 -3.172 -0.114
C -0.602 -1.005 -0.806
C -1.260 -2.375 -0.970
C -2.101 -2.434 -2.270
C -3.440 -1.703 -2.202
C -4.479 -2.380 -1.322
O -5.525 -1.415 -1.145
C -6.535 -1.870 -0.324
C -6.851 -0.981 0.842
O -7.126 -2.879 -0.555
H -0.014 -0.838 5.097
H -0.677 -2.366 4.323
H -0.747 0.419 3.117
H -1.089 -2.206 1.676
H 0.529 -1.592 1.573
H -1.517 2.048 -0.736
H -0.777 1.420 -2.173
H 3.051 3.189 0.652
H 1.357 5.243 1.771
H 0.678 5.274 0.128
H -0.398 5.402 1.521
H 0.217 2.154 2.930
H 1.710 3.110 2.865
H 0.160 3.846 3.293
H 0.975 1.103 -3.166
H 2.367 0.071 -2.996
H 2.447 2.645 -3.404
H 4.082 1.111 -4.089
H 4.736 1.201 -2.396
H 4.639 2.614 -3.396
H 3.551 -0.196 -1.196
H 3.369 1.273 -0.422
H 4.509 -1.780 -0.004
H 5.101 -2.866 2.099
H 4.099 -2.117 4.228
H 2.535 -0.206 4.223
H 1.959 0.922 2.129
H 0.561 -0.818 -2.420
H 0.426 -3.189 -2.959
H 2.080 -3.890 0.025
H -1.245 -0.393 -1.439
H -0.611 -3.248 -0.994
H -1.965 -2.561 -0.165
H -1.533 -2.055 -3.128
H -2.336 -3.482 -2.463
H -3.871 -1.587 -3.193
H -3.313 -0.684 -1.820
H -4.907 -3.209 -1.888
H -4.107 -2.732 -0.362
H -6.191 -0.119 0.850
H -6.641 -1.538 1.749
H -7.870 -0.614 0.792

Atomic forces in eV per Å
-0.16 0.17 0.13
-0.48 -0.23 0.05
-0.20 0.14 0.39
1.22 -1.01 0.39
-0.31 0.18 -0.15
0.97 0.35 -0.38
-0.99 -0.59 0.54
-0.32 -0.20 -0.50
0.42 0.23 -0.26
0.31 -0.66 -0.23
-0.79 0.15 0.27
-0.44 0.68 0.20
0.57 -0.58 -0.22
-0.37 0.41 0.64
-0.06 -0.96 -0.16
0.95 0.45 -0.21
-0.27 -0.51 0.26
-0.72 -0.37 0.17
0.76 1.63 -1.40
0.50 -0.79 0.12
-0.07 -0.41 -0.94
-0.07 0.76 0.16
0.38 -0.15 1.20
0.39 -0.97 0.21
-0.01 -0.10 0.16
-0.16 0.22 0.17
-0.17 0.22 -0.44
0.35 -0.39 -0.21
-0.27 0.41 0.03
-1.29 -1.17 0.75
3.48 -0.20 -0.50
-1.38 0.91 0.66
-1.07 0.13 -0.31
-1.31 0.82 -0.11
-0.62 -0.43 -0.91
-0.30 -0.24 0.19
0.12 0.50 0.41
-0.52 -0.06 -1.24
0.55 0.08 0.88
-0.66 0.18 -0.06
0.66 0.65 -0.30
0.22 -0.44 -0.09
-0.81 0.23 0.29
0.82 -0.34 -0.35
0.90 0.21 -0.01
-0.20 0.03 -0.03
0.05 0.02 -0.17
0.02 0.14 0.26
0.09 0.00 -0.09
0.16 0.52 -0.03
0.09 0.26 -0.10
0.01 0.00 -0.10
-0.01 0.15 0.05
0.09 -0.13 -0.14
0.04 0.15 0.01
0.04 0.12 0.05
-0.11 0.25 0.14
-0.14 -0.12 -0.08
-0.27 0.46 0.45
0.06 -0.36 0.13
-0.02 -0.30 -0.04
0.11 0.03 0.01
-0.15 -0.38 -0.11
-0.56 0.40 -0.25
-0.03 0.07 -0.12
0.03 -0.04 -0.08
0.02 -0.01 0.09
-0.08 0.17 -0.01
-0.03 -0.07 0.00
0.17 0.19 -0.02
0.09 -0.51 -0.13
0.09 0.09 0.23
0.23 0.26 -0.08
0.25 0.31 0.43
0.12 0.10 0.29
0.08 -0.04 -0.09
0.21 -0.12 -0.19
0.05 -0.04 -0.14
0.09 0.07 0.01
0.13 -0.34 0.25
0.03 0.08 0.13
0.05 0.08 -0.03
-0.32 -0.11 0.12
-0.21 -0.32 0.13

Computed properties:
LUMO level in eV: -2.81
Net charge: +1
Calculated total energy in eV: -63695.8340
E_HOMO in eV: -11.71
SMILES string: C=CC[C@@]1(OC#N)O[C@@](CC(=O)F)(B(O)N(C)C)[C@@](CNC)(Cc2ccccc2)[N@@H+](P(O)O)[C@H]1CCCCOC(C)=O
Orbital gap in eV: 8.897

---

[3]
The following is a quantum chemistry calculation of a structure of composition C27H42BrClF7N8O2S, from OMol25.

Element x y z (Å)
N -0.205 -0.240 1.911
C 0.235 0.864 2.588
N 1.697 1.107 2.500
C 1.782 2.612 2.245
C 1.333 3.294 3.650
Cl 1.392 5.130 3.359
C -0.117 2.768 4.147
Br -1.291 4.397 4.344
N -0.736 1.723 3.277
S -1.941 0.785 4.098
O -2.499 1.478 5.326
O -1.414 -0.548 4.601
C -3.383 0.413 2.972
F -3.814 -0.910 3.310
F -3.068 0.374 1.595
C -4.670 1.354 3.161
F -5.301 1.160 4.425
F -5.637 0.898 2.205
C -4.436 2.911 2.851
F -4.472 3.599 4.073
F -5.564 3.378 2.112
F -3.314 3.190 2.053
H -0.457 -1.129 2.362
H -0.225 -0.235 0.873
H 2.093 1.016 3.463
H 0.937 2.870 1.506
H 2.810 2.947 1.899
H 2.189 3.050 4.386
H 0.012 2.385 5.228
C 5.340 -0.407 -1.160
C 4.554 0.870 -1.437
C 4.096 1.577 -0.159
C 3.196 0.673 0.635
N 2.476 -0.050 1.269
H 4.731 -1.150 -0.637
H 5.669 -0.861 -2.097
H 6.226 -0.199 -0.552
H 3.686 0.625 -2.056
H 5.179 1.553 -2.018
H 3.551 2.492 -0.411
H 4.957 1.854 0.457
C -7.229 -2.527 3.039
C -7.643 -2.081 1.641
C -8.750 -2.951 1.042
C -8.277 -4.372 0.930
N -7.906 -5.488 0.842
H -6.813 -3.537 3.033
H -6.459 -1.862 3.438
H -8.083 -2.509 3.724
H -6.764 -2.098 0.989
H -7.989 -1.044 1.686
H -9.021 -2.585 0.049
H -9.645 -2.920 1.670
C 7.877 1.035 -4.956
C 7.009 -0.177 -5.276
C 5.714 0.193 -6.004
C 4.889 1.109 -5.147
N 4.241 1.829 -4.473
H 7.367 1.727 -4.279
H 8.800 0.722 -4.464
H 8.144 1.573 -5.866
H 6.773 -0.701 -4.344
H 7.582 -0.870 -5.898
H 5.135 -0.708 -6.223
H 5.935 0.692 -6.951
C -8.216 -5.375 6.091
C -9.262 -6.054 5.213
C -10.565 -5.258 5.115
C -11.172 -5.100 6.479
N -11.649 -4.975 7.550
H -8.558 -5.279 7.124
H -7.295 -5.964 6.108
H -7.975 -4.377 5.712
H -9.467 -7.052 5.613
H -8.850 -6.189 4.208
H -11.275 -5.777 4.466
H -10.378 -4.268 4.689
C 10.091 2.983 -10.326
C 8.842 3.193 -9.477
C 9.152 3.330 -7.984
C 9.818 2.081 -7.484
N 10.355 1.091 -7.092
H 10.605 2.055 -10.064
H 9.825 2.920 -11.384
H 10.794 3.813 -10.201
H 8.159 2.353 -9.638
H 8.327 4.096 -9.819
H 8.228 3.492 -7.422
H 9.811 4.184 -7.806

Atomic forces in eV per Å
-0.75 0.42 0.41
0.89 -0.87 0.71
-6.23 5.37 4.03
-1.74 0.96 1.21
1.42 0.02 -1.52
0.69 -1.66 0.16
0.75 1.65 1.97
-0.02 -1.78 0.03
2.96 -1.20 -1.01
-0.94 -3.53 7.84
1.53 -0.43 -4.96
-0.54 3.64 -3.25
-2.26 -2.51 -2.28
1.39 3.35 -0.55
-0.28 0.41 3.02
-2.67 -0.88 0.03
2.13 0.59 -3.13
2.57 0.76 2.00
-2.32 2.23 -0.22
0.82 -1.42 -3.11
2.97 -1.13 1.80
-2.21 -0.85 2.31
-0.29 0.82 0.00
0.96 -0.09 1.08
-0.15 -1.07 -0.88
1.74 -0.21 0.67
-1.44 -0.53 0.52
-1.74 0.50 -0.77
-0.41 0.46 -1.81
0.02 -0.01 0.06
0.23 -0.34 -0.20
-0.59 -0.59 0.19
-1.48 -2.64 1.17
5.23 0.31 -5.80
0.05 0.06 0.01
0.00 0.07 0.08
-0.04 -0.06 -0.06
0.08 0.22 0.06
-0.21 0.06 0.09
0.01 -0.04 0.08
-0.11 -0.08 0.08
0.06 0.01 0.05
0.22 0.12 0.24
0.53 -0.67 -0.09
0.52 -2.50 -0.31
-1.07 3.44 0.33
-0.09 0.03 -0.02
-0.10 -0.03 0.03
0.09 0.00 -0.02
-0.15 0.00 -0.05
-0.06 -0.09 -0.11
-0.03 -0.19 0.06
0.07 -0.11 -0.06
-0.08 0.02 0.20
0.34 0.08 0.16
-0.29 0.35 0.68
-1.63 1.58 1.20
2.02 -2.22 -2.04
-0.06 -0.04 -0.06
-0.03 0.05 -0.16
-0.06 -0.08 0.19
-0.07 -0.04 -0.15
-0.15 0.03 0.00
-0.10 0.19 0.02
-0.10 0.05 0.11
0.07 -0.03 0.04
0.35 -0.07 0.06
-0.19 -0.19 0.83
-1.28 0.44 2.19
1.52 -0.40 -3.26
-0.03 0.04 -0.09
-0.05 0.08 -0.03
0.00 -0.05 0.05
-0.08 0.10 -0.11
-0.15 0.00 0.01
-0.05 0.11 0.14
-0.08 -0.02 0.13
0.03 -0.02 -0.08
0.07 -0.05 -0.37
0.25 -0.81 0.04
1.95 -3.03 1.37
-2.22 4.06 -1.71
-0.02 0.09 0.05
0.04 0.05 0.09
-0.04 -0.08 -0.03
0.00 0.11 0.11
-0.02 -0.05 0.16
0.14 -0.07 0.10
0.02 -0.15 0.06

Computed properties:
LUMO level in eV: -6.29
Net charge: +1
Calculated total energy in eV: -157101.2545
E_HOMO in eV: -11.92
Orbital gap in eV: 5.629